(P)
{"formula": "C18H28N2O4S", "method": "the ωB97M-V functional and the def2-TZVPD basis", "elements": ["S", "O", "O", "O", "O", "N", "N", "C", "C", "C", "C", "C", "C", "C", "C", "C", "C", "C", "C", "C", "C", "C", "C", "C", "C", "H", "H", "H", "H", "H", "H", "H", "H", "H", "H", "H", "H", "H", "H", "H", "H", "H", "H", "H", "H", "H", "H", "H", "H", "H", "H", "H", "H"], "coordinates": [[-0.61671, -0.10529, 0.42176], [-0.26600, 1.28586, 0.36734], [0.45782, -1.06617, 0.43097], [-4.06119, -1.00168, 5.12701], [0.64182, 1.47600, -3.74058], [1.35513, 0.21668, -2.01899], [-1.65355, -0.56734, -0.79489], [4.95232, 1.03242, -1.04071], [-1.65580, -0.38229, 1.84414], [3.69062, 0.21282, -1.33080], [-1.14363, -1.26625, -1.95491], [-2.03438, 0.67045, 2.65959], [-0.77238, -0.34712, -3.12497], [-2.36053, 1.33961, -2.18617], [-2.72464, 0.36622, -1.06833], [-2.07194, -1.66991, 2.11303], [-2.84140, 0.42863, 3.75015], [-2.88050, -1.92363, 3.20696], [-3.27348, -0.87198, 4.03540], [4.80507, 1.85962, 0.23402], [-1.96813, 0.56213, -3.44016], [0.46805, 0.55142, -2.96745], [6.15681, 0.09974, -0.91857], [-4.52462, -2.28328, 5.48851], [2.48321, 1.06891, -1.69863], [-1.93785, -1.94465, -2.29395], [-3.20887, 1.99382, -2.39206], [-2.93069, 0.89732, -0.13719], [4.00766, 2.59062, 0.13707], [-0.56627, -0.98017, -3.99697], [2.20304, 1.72117, -0.86457], [-3.19539, -2.93521, 3.40620], [-3.69535, -2.96087, 5.71210], [-5.15270, -2.71823, 4.70525], [7.06371, 0.66870, -0.72637], [-3.61324, -0.21452, -1.34513], [-1.75052, -2.46766, 1.46294], [1.13134, -0.45453, -1.30004], [2.68593, 1.68416, -2.57831], [-1.51912, 1.95291, -1.85956], [-2.81326, -0.03943, -3.78456], [3.89331, -0.46866, -2.16075], [5.72965, 2.39250, 0.44658], [6.01034, -0.59955, -0.09806], [-3.15374, 1.22576, 4.40538], [-1.68262, 1.66268, 2.42516], [4.57888, 1.21294, 1.07913], [6.29851, -0.47013, -1.83407], [3.43878, -0.39050, -0.45506], [-0.30406, -1.87569, -1.61914], [-5.12096, -2.13535, 6.38713], [5.12385, 1.71292, -1.88226], [-1.68236, 1.25414, -4.23261]], "homo_ev": -9.02, "gap_ev": 9.5119, "smiles": "COc1ccc(S(=O)(=O)N2CCC[C@@H](C(=O)NCCC(C)C)C2)cc1"}

***

(Q)
{"formula": "C18H28N2O4S", "method": "the ωB97M-V functional and the def2-TZVPD basis", "elements": ["S", "O", "O", "O", "O", "N", "N", "C", "C", "C", "C", "C", "C", "C", "C", "C", "C", "C", "C", "C", "C", "C", "C", "C", "C", "H", "H", "H", "H", "H", "H", "H", "H", "H", "H", "H", "H", "H", "H", "H", "H", "H", "H", "H", "H", "H", "H", "H", "H", "H", "H", "H", "H"], "coordinates": [[1.97373, 1.82293, -1.21468], [-0.54505, -1.47135, 2.96933], [1.26774, 3.06405, -1.38080], [2.09147, 0.95373, -2.34942], [-3.90186, -0.55849, 2.25296], [3.52047, 2.04995, -0.63507], [-2.47762, -1.91491, 1.12542], [-1.88312, -1.24746, 3.36565], [-2.87024, -1.19044, 2.18464], [-3.35979, -3.38580, -2.25276], [-1.11376, -1.33467, -1.72830], [-1.36122, -1.99260, -3.08469], [-3.12120, -1.86412, -0.17663], [-3.18119, -3.28956, -0.73644], [-2.03286, -3.36170, -3.01278], [-2.40526, -0.84176, -1.07373], [1.82716, -0.26965, 0.52942], [3.68625, 3.11652, 0.33717], [0.08411, 1.37463, 0.72872], [4.86713, 2.78701, 1.24765], [1.24408, 0.92163, 0.13701], [3.84591, 4.48003, -0.33016], [0.01826, -0.60564, 2.08190], [1.22074, -1.03003, 1.50567], [-0.53707, 0.61558, 1.70638], [4.95042, 3.53118, 2.03474], [-1.34910, -4.07572, -2.54658], [4.74899, 4.49844, -0.93793], [-3.09354, -0.51455, -1.85354], [4.20118, 2.06294, -1.37965], [-3.85415, -4.33429, -2.47555], [-2.21028, -3.70492, -4.03494], [-0.33299, 2.31388, 0.40094], [-2.14016, -2.09876, 4.00238], [-0.45179, -0.47973, -1.88652], [2.98558, 4.67308, -0.96570], [-4.13407, -1.49287, 0.01225], [5.79113, 2.77907, 0.67447], [-1.98842, -0.33117, 3.95719], [4.72983, 1.80832, 1.69905], [-0.40332, -2.10629, -3.59649], [2.76081, 3.10857, 0.92411], [1.64058, -1.96972, 1.82898], [-1.45559, 0.96930, 2.14642], [-2.19166, 0.03154, -0.45359], [3.91449, 5.26315, 0.42033], [-0.58646, -2.02572, -1.06765], [-1.58061, -2.37576, 1.16488], [-2.26184, -3.81499, -0.46561], [-4.00275, -3.80853, -0.23851], [-1.97445, -1.32160, -3.69018], [2.73575, -0.59000, 0.04680], [-4.01253, -2.58857, -2.60808]], "homo_ev": -9.16, "gap_ev": 9.7762, "smiles": "CC(C)NS(=O)(=O)c1ccc(OCC(=O)NC2CCCCCC2)cc1"}

***

Quick one: most stable of them? (Q)

***

(P)
{"formula": "C2H5ClN2O2", "method": "the ωB97M-V functional and the def2-TZVPD basis", "elements": ["Cl", "O", "O", "N", "N", "C", "C", "H", "H", "H", "H", "H"], "coordinates": [[0.58648, 2.17199, -0.19880], [-0.90657, 0.49786, 1.79963], [-0.89573, -1.32355, -2.26681], [-0.50073, -0.20282, -1.59862], [0.49603, -0.38943, -0.90058], [0.94459, 0.43048, 0.08291], [0.26186, -0.04550, 1.39542], [-1.64717, 0.58614, 1.16192], [-1.45351, -1.02045, -2.96568], [2.05834, 0.32940, -0.07886], [0.09671, -1.08064, 1.32169], [0.95970, 0.04653, 2.24778]], "homo_ev": -9.95, "gap_ev": 10.5826, "smiles": "OC[C@H](Cl)/N=N/O"}

***

(Q)
{"formula": "C2H5ClN2O2", "method": "the ωB97M-V functional and the def2-TZVPD basis", "elements": ["Cl", "O", "O", "N", "N", "C", "C", "H", "H", "H", "H", "H"], "coordinates": [[0.87081, 0.72318, 1.01718], [1.56018, 3.59710, 0.57057], [1.66095, 2.56310, -1.32684], [1.03196, -0.56069, 0.10829], [1.43241, 2.67839, -0.18114], [-1.29470, -1.16855, 0.42154], [-0.05692, -1.18489, -0.48244], [-1.20045, -1.98481, 1.24732], [-1.59539, -0.22414, 0.89886], [-0.35701, -0.77628, -1.48150], [0.09619, -2.27541, -0.64270], [-2.14803, -1.38700, -0.14915]], "homo_ev": [-9.73, -9.36], "gap_ev": [8.8633, 8.1181]}

***

Quick one: most stable of them? (P)